1.
{
  "formula": "C11H20N3O",
  "method": "ωB97M-V with the def2-TZVPD basis set",
  "e_above_lowest_ev": 1.437,
  "spin_multiplicity": 1,
  "total_charge": 1,
  "symbols": ["C", "C", "C", "C", "C", "C", "C", "C", "O", "H", "H", "H", "H", "H", "H", "H", "H", "H", "H", "C", "C", "C", "N", "N", "N", "H", "H", "H", "H", "H", "H", "H", "H", "H", "H"],
  "positions_angstrom": [[1.586233, 0.300916, -0.937156], [3.061504, 0.159422, -1.300962], [1.269870, 0.085273, 0.563717], [1.555748, -1.119568, 1.198111], [1.010869, 1.213040, 1.353012], [1.673659, -1.160332, 2.574243], [0.877714, 1.096039, 2.726997], [1.147797, -0.137342, 3.337513], [0.833729, -0.282157, 4.646879], [1.376455, 1.386118, -0.947616], [0.880067, -0.087490, -1.635636], [3.093635, 0.267081, -2.392370], [1.726970, -2.003762, 0.626304], [1.002843, 2.259862, 1.021573], [1.988710, -2.048739, 3.092138], [0.271791, 1.766521, 3.342570], [1.170546, -1.138922, 4.956518], [3.474490, -0.879550, -1.357558], [3.710986, 0.621538, -0.601338], [-1.734317, -0.085722, -2.466130], [-1.196767, 1.195859, -3.208305], [-2.485872, -0.447227, -0.192388], [-2.314940, 0.365238, -1.214529], [-2.983496, 0.070994, 0.968270], [-2.115809, -1.739222, -0.161026], [-2.428894, -0.726583, -3.025453], [-0.793672, -0.637273, -2.312018], [-1.158383, 0.893119, -4.252658], [-0.168649, 1.279850, -2.812372], [-2.786393, 1.301369, -1.311395], [-3.486617, 0.923120, 1.099861], [-2.816532, -0.429614, 1.815494], [-1.665346, -2.223100, -0.920137], [-1.994605, -2.237395, 0.715878], [-1.583326, 2.198640, -2.990030]],
  "forces_ev_per_angstrom": [[0.170, 1.907, 2.300], [-0.864, -3.053, -1.622], [0.706, 0.330, -0.987], [0.166, 0.712, 0.368], [0.228, 0.327, 0.496], [-0.769, -0.773, 0.177], [-1.256, -1.322, 0.918], [-0.048, 1.131, -0.509], [0.442, -0.327, 0.286], [0.168, -0.183, -0.725], [-0.158, -0.947, -0.412], [0.731, 1.497, 0.267], [0.454, -0.419, -0.377], [-0.372, -0.653, -0.660], [0.041, -0.483, -0.037], [0.843, 0.498, -0.246], [-0.182, 0.337, 0.020], [-0.836, 0.118, 0.855], [0.595, 1.242, -0.054], [0.586, 1.201, -0.720], [1.012, -1.393, 0.592], [-0.280, 0.990, 2.261], [-0.634, 0.277, -0.954], [0.353, -1.067, -0.503], [0.283, 0.042, -0.109], [0.056, 0.436, -0.062], [-0.698, -0.247, 0.376], [0.049, 0.774, -0.152], [-0.258, 0.099, -0.594], [0.684, -1.581, 0.838], [0.080, 0.465, -0.561], [-0.089, -0.330, 0.280], [-0.010, 0.472, -0.305], [-0.345, 0.487, -0.116], [-0.845, -0.562, -0.327]]
}


2.
{
  "formula": "C11H20N3OP",
  "method": "ωB97M-V with the def2-TZVPD basis set",
  "e_above_lowest_ev": 0.000,
  "spin_multiplicity": 1,
  "smiles": "CN(C)C[P@@](=O)(Nc1ccccc1)N(C)C",
  "symbols": ["C", "N", "C", "C", "P", "O", "N", "C", "C", "C", "C", "C", "C", "N", "C", "C", "H", "H", "H", "H", "H", "H", "H", "H", "H", "H", "H", "H", "H", "H", "H", "H", "H", "H", "H", "H"],
  "positions_angstrom": [[-1.693934, 1.016833, -1.756261], [-1.127350, -0.331761, -1.803919], [-0.559957, -0.849214, -3.082738], [-0.888051, -0.949052, -0.460462], [0.255918, -0.012818, 0.767032], [-0.187011, 1.275603, 1.358092], [0.300214, -0.752844, 2.286591], [-0.931827, -1.281235, 2.817653], [-1.586040, -0.630358, 3.812488], [-2.694975, -1.208548, 4.489998], [-3.161858, -2.442894, 4.098115], [-2.457154, -3.160571, 3.071596], [-1.432388, -2.505688, 2.379619], [1.880285, 0.246253, 0.236017], [2.730998, 1.150897, 1.206532], [2.271920, -0.009109, -1.197478], [-1.026621, 1.819080, -1.804743], [-2.299419, 0.984596, -0.834038], [-2.334690, 0.886827, -2.615769], [-0.246253, -0.024204, -3.706245], [-1.143337, -1.503681, -3.693417], [0.301349, -1.428868, -2.819559], [-0.425914, -1.879980, -0.810361], [-1.771846, -1.083765, -0.001698], [0.586401, 0.017939, 2.907333], [-1.364798, 0.373992, 4.156551], [-3.205044, -0.664133, 5.342487], [-3.960977, -2.891750, 4.632389], [-2.950144, -4.042559, 2.816964], [-0.979491, -3.037061, 1.572577], [3.692659, 1.323374, 0.787789], [2.267841, 2.160927, 1.315357], [2.921144, 0.699535, 2.146231], [3.313162, 0.063300, -1.391422], [1.728047, 0.807717, -1.833617], [1.879451, -0.941865, -1.354111]],
  "forces_ev_per_angstrom": [[-1.686, -3.421, -0.101], [0.630, -0.061, 1.173], [0.406, 0.860, 2.106], [4.616, 0.701, -4.239], [1.460, 2.127, 0.940], [-1.229, 1.859, -1.896], [-0.158, -2.484, 0.881], [1.181, -0.279, -0.884], [-1.895, 0.683, 2.142], [-0.002, 0.676, 0.146], [1.880, -0.353, -0.654], [-0.908, 3.487, 0.999], [-0.719, -1.438, 0.847], [0.361, -0.161, 0.987], [-2.153, 0.314, -2.339], [-2.048, 4.238, 1.415], [1.119, 1.332, -0.011], [0.137, 0.822, -0.460], [-0.691, 1.471, -0.311], [0.212, 0.312, -0.099], [-1.235, -0.363, -0.094], [0.810, -0.276, -0.081], [-0.081, -0.320, 1.116], [-2.997, -0.580, 1.967], [-0.155, -0.478, -0.606], [0.640, -0.057, -0.325], [0.762, -0.568, -1.248], [-0.654, -0.449, 0.220], [0.033, -1.633, -0.892], [0.523, -0.149, -0.436], [0.783, -0.149, -0.823], [0.064, -0.952, 0.067], [-0.348, -0.675, 0.904], [0.920, -0.130, 0.184], [1.031, -1.594, 0.613], [-0.608, -2.314, -1.206]]
}


3.
{
  "formula": "C11H20N4O4",
  "method": "ωB97M-V with the def2-TZVPD basis set",
  "e_above_lowest_ev": 1.593,
  "spin_multiplicity": 1,
  "smiles": "N[C@@H](Cc1c[nH]cn1)C(=O)O.CC(C)[C@H](N)C(=O)O",
  "symbols": ["N", "C", "C", "C", "C", "N", "C", "N", "C", "O", "O", "H", "H", "H", "H", "H", "H", "H", "H", "H", "C", "C", "C", "C", "N", "C", "O", "O", "H", "H", "H", "H", "H", "H", "H", "H", "H", "H", "H"],
  "positions_angstrom": [[0.029112, 2.536610, -2.566704], [-0.743375, 1.939964, -1.470799], [-2.265566, 2.142937, -1.544972], [-2.960948, 2.111075, -0.214613], [-3.179818, 1.060182, 0.635089], [-3.849689, 1.596340, 1.708587], [-4.000760, 2.925804, 1.469489], [-3.476172, 3.273120, 0.321273], [-0.360649, 0.452525, -1.386181], [-1.074863, -0.402618, -0.923464], [0.858707, 0.187322, -1.859893], [0.106571, 3.540679, -2.442383], [-0.446951, 2.386924, -3.453087], [-0.374662, 2.394573, -0.542122], [-2.693893, 1.401089, -2.228406], [-2.455818, 3.135459, -1.968627], [-2.906378, 0.017414, 0.567318], [-4.166280, 1.093741, 2.520865], [-4.499213, 3.587774, 2.164795], [1.168890, 1.030032, -2.260835], [2.634948, -0.796788, 1.891660], [2.115375, -2.147432, 1.394704], [0.953012, -2.627069, 2.262624], [1.690459, -2.117232, -0.092698], [1.267275, -3.441512, -0.517577], [2.845754, -1.602846, -0.963309], [3.646768, -2.339682, -1.477387], [2.948781, -0.266233, -1.126486], [1.864709, -0.018228, 1.788188], [3.533049, -0.467368, 1.363184], [2.876614, -0.857202, 2.953077], [2.933377, -2.879296, 1.465114], [0.561621, -3.580093, 1.898715], [0.134802, -1.893517, 2.248806], [1.275148, -2.745726, 3.303374], [0.831771, -1.434624, -0.186871], [2.110442, -3.993836, -0.667333], [0.824208, -3.379373, -1.429804], [2.243644, 0.177109, -0.633312]],
  "forces_ev_per_angstrom": [[-0.111, 0.100, -0.041], [-0.024, 0.011, 0.051], [-0.064, 0.025, 0.006], [0.068, -0.130, -0.030], [0.036, -0.012, -0.056], [0.015, 0.091, -0.045], [-0.034, 0.010, 0.066], [-0.019, -0.168, 0.123], [-0.808, 0.191, -0.016], [0.374, 0.251, -0.185], [-1.661, 0.397, -0.492], [0.036, -0.132, -0.003], [0.077, 0.003, 0.057], [-0.056, -0.070, -0.050], [0.047, 0.067, 0.069], [0.058, -0.150, 0.066], [-0.086, 0.208, 0.016], [0.023, 0.066, -0.075], [0.064, -0.085, -0.094], [0.031, 0.010, -0.213], [-0.049, 0.021, -0.059], [0.077, -0.087, -0.079], [-0.068, -0.006, 0.041], [-0.126, 0.262, 0.146], [0.161, -0.053, -0.151], [0.165, -0.016, 0.057], [-0.165, 0.208, 0.045], [1.479, -0.372, 0.805], [0.065, -0.097, -0.019], [-0.078, -0.038, 0.055], [0.014, -0.008, 0.010], [-0.079, 0.076, 0.029], [0.059, 0.165, 0.070], [0.120, -0.097, -0.033], [-0.031, 0.011, -0.142], [0.276, -0.306, 0.069], [-0.111, 0.000, 0.018], [-0.026, 0.018, 0.116], [0.352, -0.366, -0.129]]
}


| no. | HOMO level (eV) | orbital gap (eV) | lowest unoccupied orbital energy (Ha) |
| --- | --- | --- | --- |
| 1 | -11.116 | 8.330 | -0.1024 |
| 2 | -7.909 | 8.648 | 0.0271 |
| 3 | -8.909 | 9.344 | 0.0160 |